Entry from OMol25: a molecular structure, C46H45N7O3S2Ti (ωB97M-V with the def2-TZVPD basis set).

Geometry as XYZ:
```
104
Properties=species:S:1:pos:R:3:forces:R:3
Ti 0.0463 -0.2297 0.5787 0.453 0.501 0.546
C 1.8197 -0.2209 4.4954 0.036 0.023 -0.013
C 0.3544 -0.0127 4.8657 -0.023 -0.053 0.111
C -0.5999 0.0336 3.6696 -0.085 0.053 -0.072
N -0.0707 0.7579 2.5295 -0.067 -0.209 -0.304
C 0.1359 2.0405 2.6109 -0.072 0.324 -0.244
C -0.2601 2.8659 3.7014 0.035 -0.319 0.043
C 0.1260 4.1352 4.0578 0.038 0.139 0.061
C 1.0051 5.0196 3.4352 -0.087 -0.114 0.037
C 1.5322 4.8449 2.1691 0.039 0.037 -0.035
C 1.3049 3.8477 1.2349 0.010 0.054 -0.086
C 0.5901 2.6350 1.3260 -0.104 -0.121 0.067
N 0.2712 1.8809 0.2931 0.013 -0.219 -0.016
C 0.3173 2.4485 -1.0477 -0.054 0.021 0.053
C 1.5785 2.1101 -1.8216 0.034 0.085 -0.037
C 1.7698 0.6196 -2.0515 0.090 -0.023 0.040
N 1.8721 -0.1010 -0.7876 -0.344 -0.036 0.172
C 2.8551 -0.9302 -0.5858 -0.081 -0.116 0.119
C 3.6819 -1.4358 -1.6427 0.041 0.165 0.031
C 4.8849 -2.0933 -1.6413 0.031 -0.058 -0.087
C 5.6693 -2.5414 -0.5795 -0.069 0.007 0.026
C 5.2590 -2.5323 0.7382 0.085 -0.036 0.048
C 4.0647 -2.1314 1.3183 -0.111 0.022 0.025
C 2.9126 -1.4870 0.8012 0.042 0.097 -0.056
N 1.8142 -1.3016 1.5045 -0.286 0.113 -0.117
C 1.6173 -2.1265 2.6911 0.033 0.027 0.004
C 2.1774 -1.6289 4.0338 0.010 -0.065 0.025
H 2.4256 -0.0022 5.3797 0.002 -0.014 -0.001
H 2.1223 0.5041 3.7358 -0.031 -0.012 -0.011
H 0.2681 0.9063 5.4489 0.029 0.014 -0.044
H 0.0291 -0.8252 5.5257 -0.001 0.013 0.006
H -1.5726 0.4545 3.9591 0.044 -0.012 0.070
H -0.8223 -0.9745 3.3287 0.029 0.012 0.000
H -0.9581 2.3888 4.3792 0.028 0.014 0.005
H -0.3105 4.4866 4.9887 0.015 0.017 -0.004
H 1.2505 5.9304 3.9657 0.014 0.021 -0.016
H 2.1868 5.6373 1.8174 -0.005 0.013 0.022
H 1.7741 4.0173 0.2742 -0.003 -0.013 0.005
H 0.1832 3.5340 -0.9920 0.004 -0.019 -0.042
H -0.5489 2.0495 -1.5843 0.020 -0.002 -0.003
H 2.4612 2.5077 -1.3085 -0.017 -0.006 0.004
H 1.5229 2.5878 -2.8049 0.025 -0.001 0.011
H 2.6671 0.4955 -2.6586 -0.067 0.047 -0.039
H 0.9266 0.2363 -2.6293 0.033 0.002 -0.026
H 3.2772 -1.2492 -2.6276 0.067 0.007 -0.005
H 5.2774 -2.2965 -2.6347 0.019 0.003 0.009
H 6.6409 -2.9598 -0.8085 0.001 -0.011 0.006
H 5.9727 -2.9319 1.4543 0.015 -0.017 -0.029
H 4.0297 -2.2913 2.3847 0.032 -0.034 -0.019
H 2.0667 -3.1155 2.5145 -0.042 0.002 0.028
H 0.5433 -2.3039 2.7878 0.006 0.038 0.003
H 3.2664 -1.7084 4.0198 -0.001 0.036 0.004
H 1.8378 -2.3430 4.7942 -0.003 -0.015 -0.007
C -5.2305 2.2984 0.7179 -0.021 0.035 0.009
C -5.5211 0.9439 0.6701 -0.029 -0.051 0.001
C -4.5217 -0.0145 0.7231 0.023 0.017 0.035
C -3.1613 0.3457 0.8258 0.141 0.035 -0.022
C -2.8882 1.7272 0.8749 -0.021 0.003 -0.031
C -3.8949 2.6710 0.8201 0.009 0.034 -0.001
N -2.1315 -0.5823 0.8456 0.539 -0.048 -0.002
C -2.5649 -1.9183 1.0461 0.026 -0.053 -0.063
C -2.6826 -2.8125 -0.0221 -0.092 0.031 0.028
C -3.0632 -4.1275 0.1903 -0.008 0.000 -0.026
C -3.3526 -4.5818 1.4714 -0.001 -0.059 0.006
C -3.2760 -3.6965 2.5355 -0.010 -0.015 0.051
C -2.8915 -2.3798 2.3236 0.038 0.044 -0.097
H -6.0166 3.0414 0.6751 -0.006 0.002 -0.004
H -6.5497 0.6112 0.5799 -0.007 0.024 0.000
H -4.8024 -1.0560 0.6618 0.026 -0.047 0.010
H -1.8629 2.0552 0.9302 -0.023 -0.026 0.014
H -3.6232 3.7205 0.8585 -0.014 0.008 0.000
H -2.4818 -2.4501 -1.0220 0.020 0.003 0.010
H -3.1456 -4.7994 -0.6561 -0.006 -0.021 0.002
H -3.6476 -5.6109 1.6361 -0.006 -0.005 -0.006
H -3.5208 -4.0286 3.5381 0.000 -0.005 -0.001
H -2.8579 -1.6800 3.1487 -0.009 0.006 0.028
O -0.0791 -2.0961 -0.2472 -0.448 -0.360 -0.355
N 0.5934 -2.8339 -1.0883 0.208 0.122 0.208
C 1.3001 -3.8703 -0.5895 -0.102 0.172 -0.159
C 2.0459 -4.6583 -1.4328 -0.037 0.021 -0.017
C 2.0612 -4.3742 -2.7908 0.030 -0.044 -0.117
C 1.3138 -3.3124 -3.2755 -0.059 0.020 0.091
C 0.5748 -2.5407 -2.4038 -0.032 -0.101 0.259
H 1.2221 -3.9807 0.4802 0.023 -0.034 0.020
H 2.6185 -5.4714 -1.0116 0.018 -0.008 -0.030
H 2.6542 -4.9754 -3.4667 0.004 -0.004 0.010
H 1.2874 -3.0454 -4.3223 0.028 -0.032 -0.027
H -0.0624 -1.7006 -2.6662 0.010 -0.033 -0.088
O 1.4206 1.5154 -5.6163 0.013 0.006 -0.019
S 0.0824 1.0202 -5.8289 0.001 -0.114 0.063
O -0.2049 0.4244 -7.1084 0.040 0.043 0.003
N -0.3567 0.0288 -4.6075 0.101 -0.106 -0.158
C -1.3332 0.5348 -3.8834 -0.110 0.076 0.069
S -1.9787 -0.1687 -2.5062 -0.129 0.036 0.079
C -1.8078 1.8825 -4.3575 0.115 -0.107 0.040
C -2.7891 2.6951 -3.8143 0.041 -0.054 0.006
C -3.0304 3.9169 -4.4264 -0.008 0.061 -0.029
C -2.3067 4.3156 -5.5493 0.013 0.012 -0.023
C -1.3165 3.5019 -6.0866 -0.028 -0.014 0.070
C -1.0913 2.2913 -5.4614 -0.043 0.151 -0.129
H -3.3286 2.3667 -2.9348 -0.023 0.006 0.015
H -3.7893 4.5774 -4.0262 -0.008 -0.012 0.014
H -2.5155 5.2750 -6.0060 -0.006 0.005 0.004
H -0.7423 3.8045 -6.9519 0.005 0.001 -0.012
```
Forces are in eV/Å.

Computed properties:
total charge	-1
spin multiplicity	2
frontier orbital gap (spin up / spin down)	6.29 / 6.37	eV
ΔE to the lowest compared entry with this formula, charge and spin	65.4	kJ/mol
HOMO (spin up / spin down)	-4.23 / -4.29	eV
E	-109793.304	eV



Entry from OMol25: a molecular structure, C46H46BN8P2ReSTe (ωB97M-V with the def2-TZVPD basis set).

Geometry as XYZ:
```
106
Properties=species:S:1:pos:R:3:forces:R:3
Re 0.6445 -1.1893 -0.1106 -0.717 0.313 0.349
C 0.4646 -4.0884 2.2434 -0.021 0.021 0.042
C 0.7244 -4.3210 0.7972 -0.006 -0.007 0.038
C 1.0005 -5.5299 0.1584 0.002 0.000 -0.056
C 1.2123 -5.2186 -1.1719 -0.063 0.123 0.102
C 1.5348 -6.1304 -2.3020 0.027 -0.033 -0.073
N 1.0649 -3.8869 -1.3130 0.044 -0.212 0.105
N 0.7583 -3.3344 -0.0993 0.036 0.107 -0.124
B 1.3093 -3.0083 -2.5603 0.013 0.026 0.028
N 2.4719 -2.0569 -2.2455 0.038 0.064 0.001
N 2.4693 -1.4054 -1.0459 0.104 -0.027 -0.124
C 3.7245 -0.9683 -0.8233 -0.025 -0.064 0.008
C 4.2497 -0.4213 0.4568 -0.011 0.089 0.068
C 4.5077 -1.2911 -1.9269 -0.036 -0.046 -0.103
C 3.6875 -1.9817 -2.8020 0.045 0.010 0.130
C 4.0170 -2.6031 -4.1127 0.017 -0.010 -0.076
N 0.0201 -2.2170 -2.8583 -0.184 -0.046 0.012
N -0.6743 -1.7557 -1.7688 0.207 0.225 -0.190
C -1.9607 -1.6441 -2.1480 0.144 -0.252 -0.086
C -3.1180 -1.5038 -1.2255 -0.060 0.089 -0.003
C -2.0662 -1.9552 -3.5039 0.020 -0.006 0.066
C -0.8011 -2.3296 -3.9149 0.004 0.018 0.095
C -0.3446 -2.7944 -5.2517 0.008 -0.016 -0.081
H -0.0733 -4.9332 2.6707 0.000 -0.013 -0.005
H -0.1133 -3.1813 2.4002 0.040 -0.058 -0.006
H 1.4030 -3.9748 2.7896 0.000 0.005 -0.002
H 1.0376 -6.5071 0.6071 0.002 -0.019 0.010
H 1.5863 -7.1546 -1.9400 -0.003 0.002 0.003
H 2.4942 -5.8789 -2.7543 0.001 -0.003 -0.012
H 0.7727 -6.0790 -3.0799 0.007 -0.004 -0.015
H 1.5894 -3.6953 -3.4848 0.048 -0.037 -0.120
H 3.4855 -0.0100 1.1026 0.009 0.046 -0.024
H 4.9933 0.3480 0.2591 0.019 0.001 -0.017
H 4.7474 -1.2304 0.9961 -0.041 0.003 0.028
H 5.5558 -1.0801 -2.0501 0.014 0.016 -0.009
H 4.9156 -2.1445 -4.5199 0.008 -0.010 0.009
H 3.2070 -2.4750 -4.8283 0.004 -0.003 -0.014
H 4.2032 -3.6723 -4.0017 -0.012 -0.008 -0.007
H -3.0725 -0.6264 -0.5970 0.015 -0.043 0.033
H -3.1611 -2.3821 -0.5778 -0.003 0.041 0.049
H -4.0393 -1.4714 -1.8043 0.007 0.009 -0.007
H -2.9694 -1.9662 -4.0889 -0.010 0.005 -0.020
H -1.1999 -2.9132 -5.9128 -0.001 0.007 0.002
H 0.1789 -3.7469 -5.1853 -0.002 -0.008 -0.012
H 0.3358 -2.0700 -5.7029 0.018 -0.020 0.005
Te -1.3718 3.8257 -0.2573 0.092 0.024 0.157
C -2.5175 4.4109 1.4091 -0.165 0.037 0.017
C -1.9451 4.5111 2.6702 -0.019 -0.014 -0.065
C -2.7507 4.8918 3.7323 0.124 -0.004 0.078
N -4.0377 5.1948 3.6065 -0.074 0.050 0.126
C -4.5645 5.1358 2.3921 -0.032 0.010 -0.153
C -3.8547 4.7465 1.2619 0.053 0.018 -0.011
C -0.7269 2.0043 0.4588 -0.288 0.135 -0.118
P 0.7777 1.3119 -0.2157 0.201 -0.259 -0.202
C 0.9321 1.9583 -1.9147 -0.077 0.067 0.077
C 1.3122 3.2728 -2.1988 -0.035 0.036 0.001
C 1.3174 3.7348 -3.5051 0.011 0.016 -0.032
C 0.9424 2.8947 -4.5449 -0.003 0.003 0.022
C 0.5570 1.5914 -4.2708 0.006 0.041 -0.085
C 0.5518 1.1286 -2.9650 -0.028 -0.124 -0.048
C 2.0961 2.1387 0.7244 0.029 -0.006 -0.036
C 1.9514 2.2156 2.1075 0.002 -0.056 0.006
C 2.9353 2.8001 2.8863 0.010 0.009 0.043
C 4.0705 3.3274 2.2885 0.020 0.006 0.022
C 4.2268 3.2457 0.9135 0.054 0.002 -0.010
C 3.2512 2.6441 0.1341 0.029 -0.065 -0.087
P -1.7507 0.7102 1.0961 0.376 -0.610 0.382
C -3.4530 1.3235 1.2601 -0.019 0.015 -0.205
C -4.1763 1.5401 0.0850 -0.020 0.088 0.027
C -5.4872 1.9855 0.1385 0.012 -0.056 -0.046
C -6.0940 2.2001 1.3674 -0.043 -0.032 0.044
C -5.3852 1.9787 2.5394 -0.082 0.020 -0.021
C -4.0698 1.5474 2.4885 0.019 -0.155 0.040
C -1.3235 0.2209 2.8020 -0.052 0.197 0.085
C -0.9823 1.1218 3.8103 -0.014 0.058 -0.156
C -0.7578 0.6811 5.1026 -0.002 -0.076 0.097
C -0.8914 -0.6668 5.4095 -0.012 0.099 0.042
C -1.2506 -1.5680 4.4216 -0.028 -0.053 -0.025
C -1.4574 -1.1272 3.1228 -0.142 0.075 0.044
H -0.8949 4.3137 2.8232 0.120 -0.033 0.032
H -2.3359 4.9675 4.7329 -0.004 -0.011 -0.034
H -5.6145 5.3969 2.3107 0.016 0.000 -0.012
H -4.3559 4.6795 0.3055 0.017 0.029 0.003
H 1.6052 3.9424 -1.4026 0.010 0.013 0.027
H 1.6163 4.7545 -3.7094 -0.001 -0.001 -0.008
H 0.9498 3.2568 -5.5642 -0.001 0.009 -0.008
H 0.2557 0.9328 -5.0754 0.002 -0.007 0.003
H 0.2422 0.1107 -2.7704 0.047 0.097 -0.004
H 1.0795 1.7892 2.5835 -0.026 0.007 0.014
H 2.8181 2.8331 3.9614 -0.002 -0.001 0.005
H 4.8372 3.7915 2.8943 0.006 0.003 0.005
H 5.1178 3.6415 0.4437 0.000 0.005 -0.002
H 3.4072 2.5559 -0.9332 -0.003 0.000 0.011
H -3.7069 1.3696 -0.8770 -0.018 0.048 -0.018
H -6.0380 2.1537 -0.7778 -0.003 0.001 -0.009
H -7.1216 2.5370 1.4111 -0.004 -0.001 0.006
H -5.8543 2.1496 3.4993 0.001 0.008 0.001
H -3.5344 1.3747 3.4118 0.027 -0.001 0.003
H -0.9157 2.1766 3.5802 0.029 0.039 0.002
H -0.4823 1.3870 5.8748 0.000 0.013 0.000
H -0.7147 -1.0119 6.4193 0.004 -0.001 0.001
H -1.3678 -2.6173 4.6613 0.018 0.008 -0.013
H -1.7557 -1.8353 2.3588 -0.005 -0.001 -0.070
S 2.5566 -0.9650 4.2321 0.019 0.003 0.052
C 1.9057 -1.0389 2.7862 0.035 -0.101 -0.156
N 1.4539 -1.0988 1.6941 0.107 0.104 0.161
```
Forces are in eV/Å.

Computed properties:
total charge	+1
spin multiplicity	4
frontier orbital gap (spin up / spin down)	7.16 / 5.88	eV
HOMO (spin up / spin down)	-9.85 / -9.96	eV
E	-99879.355	eV



Entry from OMol25: a molecular structure, C46H46FN6O8PSiSn (ωB97M-V with the def2-TZVPD basis set).

Geometry as XYZ:
```
110
Properties=species:S:1:pos:R:3:forces:R:3
Sn -0.4384 2.3170 0.3377 -0.260 0.421 0.150
O -3.7454 7.5374 1.0029 -0.089 0.089 -0.096
C -3.2654 7.1651 2.1723 0.028 0.012 0.125
O -3.4081 7.8309 3.1735 -0.003 -0.025 -0.005
C -2.5262 5.8776 2.2178 0.014 -0.150 -0.152
C -1.9493 5.3376 3.3558 -0.111 0.106 -0.093
N -1.3657 4.1885 2.9987 -0.025 0.070 0.165
N -1.5219 3.9528 1.7023 0.274 -0.343 -0.180
C -2.2181 4.9527 1.1953 -0.031 0.193 0.311
C -2.4270 4.9324 -0.2858 0.132 -0.039 -0.237
O -3.1023 5.8253 -0.8257 0.023 -0.013 0.124
O -1.8250 3.9890 -0.8673 0.006 -0.207 0.100
H -3.5360 6.8859 0.2572 0.034 -0.026 0.057
H -1.9333 5.7267 4.3587 0.026 -0.061 0.032
H -0.7886 3.5107 3.4997 0.050 -0.012 0.020
F 4.3274 -3.3986 -0.9630 0.022 -0.016 -0.016
C 3.8963 -3.0359 0.2734 0.024 0.040 0.070
C 3.2446 -1.8432 0.4238 -0.055 -0.010 -0.030
C 2.8447 -1.4071 1.6835 0.125 -0.279 0.068
C 2.2613 -0.0513 1.8225 0.179 0.194 -0.167
O 2.2853 0.7185 0.8694 -0.216 -0.067 -0.064
C 1.8030 0.2615 3.1561 -0.488 0.362 0.051
C 2.0658 -0.5916 4.1699 0.080 0.047 -0.088
N 2.6871 -1.8032 4.0459 -0.227 -0.029 0.116
C 3.0181 -2.5561 5.2240 0.179 -0.019 0.033
C 2.0071 -2.6993 6.3157 -0.071 0.030 0.037
C 2.3637 -3.8860 5.4731 -0.043 -0.114 -0.021
C 3.0828 -2.2300 2.7973 0.154 -0.027 -0.294
C 3.7399 -3.4536 2.6135 0.042 -0.030 0.066
C 4.1651 -3.8660 1.3629 -0.110 0.131 0.016
N 4.8623 -5.1090 1.2627 0.124 0.055 -0.118
C 6.1700 -5.1403 1.8910 -0.153 -0.122 -0.073
C 6.5395 -6.5860 2.1909 0.064 0.496 0.358
N 6.5324 -7.3421 0.8986 -0.041 -0.103 0.055
C 5.1761 -7.2752 0.2642 -0.448 0.216 -0.329
C 4.8602 -5.8109 -0.0071 -0.050 -0.124 0.269
C 1.0088 1.5180 3.5639 -0.035 -0.066 0.070
O 1.1107 1.8400 4.7502 -0.032 0.102 0.020
O 0.2634 2.0827 2.7065 0.182 -0.345 -0.126
H 3.0530 -1.2195 -0.4376 -0.005 0.083 -0.020
H 1.7902 -0.2938 5.1724 -0.007 -0.018 -0.013
H 4.0574 -2.4468 5.5202 -0.023 -0.048 0.056
H 1.0341 -2.2514 6.1728 0.006 -0.002 -0.074
H 2.3656 -2.6652 7.3339 0.041 0.024 -0.010
H 1.6384 -4.2283 4.7472 -0.037 0.091 -0.011
H 2.9566 -4.6745 5.9177 0.051 0.032 -0.001
H 3.9281 -4.0986 3.4598 -0.042 -0.024 0.015
H 6.1318 -4.5786 2.8213 0.087 -0.037 0.020
H 6.9508 -4.6846 1.2556 -0.013 0.025 0.019
H 5.7927 -7.0323 2.8449 0.013 -0.111 -0.080
H 7.5228 -6.6609 2.6524 0.043 -0.093 -0.134
H 6.8261 -8.3083 1.0381 0.033 0.007 -0.028
H 7.1977 -6.8926 0.2636 0.076 -0.136 -0.002
H 4.4547 -7.6907 0.9653 0.113 -0.070 0.052
H 5.1761 -7.8613 -0.6533 0.162 -0.026 0.030
H 3.8736 -5.7384 -0.4581 0.026 -0.052 -0.060
H 5.5886 -5.4089 -0.7286 -0.036 0.014 -0.004
O 1.2006 0.4076 -2.0990 0.121 0.228 -0.047
N 0.3342 -0.4802 -1.4971 0.114 -0.360 0.500
C -0.6093 -0.8904 -2.2357 -0.032 -0.106 -0.122
C -0.9045 -0.5375 -3.6418 0.105 0.357 -0.211
C -0.9676 -1.5831 -4.5658 0.035 0.047 0.076
C -1.2123 -1.3297 -5.9015 -0.022 -0.106 -0.012
C -1.4282 -0.0261 -6.3228 -0.017 0.055 -0.088
C -1.3998 1.0104 -5.4077 0.080 -0.014 0.060
C -1.1269 0.7856 -4.0587 0.005 -0.293 0.239
P -1.2457 2.1675 -2.8024 -0.224 -0.479 -0.741
C -2.9529 2.6585 -3.2700 0.030 0.163 0.252
C -3.2929 3.5435 -4.2868 -0.068 0.005 0.022
C -4.6188 3.8972 -4.4927 -0.013 0.034 -0.048
C -5.6168 3.3728 -3.6868 -0.030 -0.011 0.023
C -5.2876 2.4718 -2.6847 -0.022 -0.091 0.001
C -3.9643 2.1163 -2.4783 0.059 0.072 0.007
C -0.1858 3.3998 -3.6463 0.112 0.075 0.057
C 0.9726 2.9798 -4.3028 -0.064 0.014 0.039
C 1.8262 3.9014 -4.8891 0.082 0.019 -0.036
C 1.5486 5.2581 -4.8135 -0.004 0.033 0.038
C 0.4218 5.6885 -4.1283 0.019 0.022 -0.038
C -0.4397 4.7695 -3.5482 -0.030 -0.068 0.042
H 1.7192 0.7243 -1.3394 -0.044 0.038 -0.065
H -1.2152 -1.6580 -1.7631 -0.105 0.119 0.064
H -0.8093 -2.6014 -4.2285 -0.001 0.009 0.021
H -1.2449 -2.1477 -6.6100 -0.009 0.006 -0.010
H -1.6349 0.1795 -7.3657 -0.002 0.012 0.002
H -1.5985 2.0202 -5.7417 0.022 0.005 -0.024
H -2.5271 3.9896 -4.9076 0.025 0.007 0.009
H -4.8708 4.6033 -5.2745 0.012 0.005 0.004
H -6.6457 3.6813 -3.8226 -0.004 -0.024 -0.037
H -6.0596 2.0583 -2.0474 -0.006 0.017 0.008
H -3.6960 1.4478 -1.6669 -0.040 0.007 0.050
H 1.2036 1.9238 -4.3511 0.018 -0.022 -0.040
H 2.7164 3.5627 -5.4055 -0.018 -0.035 0.005
H 2.2099 5.9792 -5.2777 0.019 -0.014 0.012
H 0.2148 6.7479 -4.0407 -0.045 -0.014 -0.010
H -1.3163 5.1107 -3.0164 -0.038 0.039 0.073
C -6.2044 0.0154 0.4292 0.337 0.093 0.089
Si -4.7144 -0.5641 1.4386 -0.252 -0.345 0.132
C -4.4831 -2.4135 1.0836 0.073 0.298 0.038
C -5.0708 -0.3492 3.2835 0.108 0.047 -0.274
C -3.1860 0.3525 0.9998 -0.273 -0.163 -0.007
C -2.1870 1.0012 0.7406 0.146 0.286 0.000
H -7.1176 -0.5030 0.7269 0.031 -0.064 0.070
H -6.0459 -0.1724 -0.6345 0.032 -0.002 -0.024
H -6.3710 1.0864 0.5558 0.011 0.028 0.006
H -5.3602 -2.9880 1.3879 -0.053 0.040 0.023
H -3.6186 -2.8116 1.6177 0.028 0.018 0.017
H -4.3248 -2.5859 0.0175 0.014 0.023 -0.028
H -5.9613 -0.8989 3.5944 -0.033 -0.036 -0.072
H -5.2241 0.7030 3.5274 0.009 0.031 -0.014
H -4.2300 -0.7047 3.8812 0.040 -0.003 -0.015
```
Forces are in eV/Å.

Computed properties:
frontier orbital gap	4.63	eV
ΔE to the lowest compared entry with this formula, charge and spin	19.7	kJ/mol
HOMO	-6.74	eV
E	-99482.307	eV